# H4OS2

A cluster of 2 separate species, H4OS2 in total at a distorted geometry (ωB97M-V with the def2-TZVPD basis set, the Open Molecules 2025 dataset).

Geometry as ORCA input:
```
! wB97M-V def2-TZVPD RIJCOSX def2/J DEFGRID3
* xyz 0 1
S -0.816 -0.498 1.501
S -1.342 -0.464 3.544
H -0.537 0.780 1.184
H -2.268 -1.235 3.062
O 3.648 1.522 -8.486
H 4.566 1.204 -8.460
H 3.585 2.466 -8.621
*
```

Calculated values
* E: -23782.195 eV
* SMILES string: SS.O
* HOMO energy: -0.327 Eh
* LUMO energy: 0.13 eV
* Kohn-Sham gap: 9.03 eV